This record from the Open Molecules 2025 dataset describes a 20-piece molecular cluster, C25H10Cl76N2O4P overall in a non-equilibrium geometry. The level of theory is the ωB97M-V functional and the def2-TZVPD basis.

Summary:
- Orbital gap: 0.2436 Ha
- HOMO level: -12.070 eV
- Multiplicity: 1
- Net charge: +1

CARTESIAN COORDINATES (ANGSTROEM)
1 Cl -0.677150 2.896039 6.704929
2 Cl 3.003525 -10.335634 -5.981017
3 Cl 7.317592 -3.858310 -3.496962
4 C 7.879968 -5.382600 -4.228213
5 C -0.866958 1.010812 -7.085963
6 Cl -1.594133 -7.323698 0.942882
7 Cl 0.323547 4.425256 1.442877
8 Cl -2.406370 -9.619260 -0.649632
9 Cl -4.880133 -0.640418 12.658460
10 H -1.059291 -0.936494 -3.585359
11 C 6.512988 4.009710 -8.974931
12 Cl -2.903032 -2.475766 11.568610
13 C 8.390662 4.354441 -3.491099
14 O -0.336777 -0.214665 -3.600308
15 Cl 4.840047 4.603838 -9.125252
16 C -7.193503 -1.720376 -2.239663
17 Cl 4.460265 5.502088 10.551889
18 Cl 8.175782 4.975471 -5.147176
19 C -3.093051 -3.420990 -3.469396
20 C -1.252510 4.535305 7.100182
21 Cl -1.429334 2.535102 -6.354712
22 C -0.001627 -2.266577 7.320900
23 P 0.391843 -0.350607 -2.010720
24 Cl -9.903892 6.711449 1.542606
25 C 3.128338 2.124587 -4.762172
26 Cl 6.618560 -6.628082 -4.049151
27 C -2.108824 1.481260 1.206085
28 Cl -4.460040 7.280766 3.514155
29 Cl -0.635045 -3.227823 5.961032
30 Cl -0.084249 -0.534125 6.912901
31 Cl 10.103031 4.498689 -3.020283
32 Cl -5.022235 6.253446 6.177565
33 C -3.089523 0.022354 -0.534194
34 C 1.098361 6.028987 1.393922
35 H -5.173233 0.577333 0.581371
36 Cl -2.165288 6.344877 -1.582442
37 Cl -1.002277 5.606579 5.698598
38 Cl 0.171001 7.103924 0.317374
39 Cl -3.055627 -2.729157 -1.827927
40 Cl 3.341903 6.773142 8.185692
41 Cl -2.727483 5.317557 1.080968
42 C 8.467073 -7.926037 0.189172
43 C 2.963200 -10.386492 -4.200504
44 O 1.962243 -0.012192 -2.155611
45 Cl 6.975790 3.154166 -10.467684
46 Cl 7.692260 -9.529768 0.238127
47 Cl 3.400738 3.071077 -6.246974
48 Cl 7.611756 5.388037 -8.715380
49 O 0.308646 -2.019887 -1.525934
50 C 3.301579 6.722283 9.966205
51 Cl 10.131681 -8.089208 -0.424645
52 Cl -3.867863 -5.024719 -3.420441
53 Cl 1.660580 6.292770 10.511143
54 Cl -6.618143 -3.359643 -2.634915
55 C 2.623817 -5.269298 -1.889325
56 Cl -6.283765 -1.092477 -0.842367
57 Cl -5.649281 -2.559421 10.611237
58 H -3.964231 2.070294 2.254017
59 H -0.682847 -2.222667 -1.423634
60 H -0.865063 1.780883 -1.449074
61 Cl 4.121886 -11.606688 -3.614821
62 Cl -2.128367 -0.234671 -6.906902
63 Cl 4.317510 -5.725833 -1.577401
64 Cl 7.539713 -6.851101 -0.887376
65 C -5.459545 6.143919 4.453842
66 Cl 2.541194 -3.536845 -2.297325
67 Cl -4.885773 5.622114 -0.846329
68 C -4.342487 -1.496034 11.191048
69 N -1.440862 -0.907147 3.567112
70 C -1.595591 0.296312 0.143037
71 Cl -9.220238 3.919304 1.991860
72 C -4.054950 0.279110 0.802834
73 Cl 0.033051 -8.178700 -1.312404
74 O -1.345297 -0.999881 0.809813
75 C -3.164793 5.208029 -0.642755
76 Cl 1.646077 -5.583806 -0.433457
77 Cl -5.175542 4.483568 3.873415
78 Cl -7.986194 5.385093 -0.197645
79 C -0.397238 0.894339 -0.800324
80 H 0.464123 1.358195 -0.138725
81 Cl -2.558918 -6.940594 -1.775136
82 H -3.050804 -1.100059 -0.929628
83 Cl 8.216610 -5.122588 -5.958353
84 Cl 2.762969 5.865816 0.780105
85 Cl -7.180524 6.558003 4.250268
86 Cl 3.743697 8.321280 10.616148
87 Cl 9.367227 -5.921454 -3.408225
88 Cl 3.405319 -8.787496 -3.550562
89 H -4.055684 -0.733356 1.389267
90 Cl 1.135785 6.720819 3.035392
91 Cl -0.342770 5.163205 8.497478
92 Cl -4.020411 -2.346053 -4.545945
93 Cl 6.624447 2.892654 -7.591296
94 Cl -2.880791 3.547678 -1.223182
95 Cl -0.530316 1.270824 -8.816103
96 Cl 8.504497 -7.234205 1.830641
97 Cl -6.943271 -0.649103 -3.641247
98 C -1.177134 -0.800479 2.280983
99 Cl -10.804349 4.673879 -0.329004
100 H -3.322004 0.651334 -1.502603
101 Cl 1.442695 2.334749 -4.224811
102 C -1.631557 -8.015530 -0.698587
103 H -1.367108 2.314970 1.622783
104 Cl 1.692067 -2.723112 7.632825
105 Cl 7.900238 2.642641 -3.430440
106 Cl -0.979367 -2.581085 8.776769
107 Cl -2.987842 4.475443 7.499526
108 Cl 3.436164 0.400927 -5.091842
109 Cl -8.928836 -1.780239 -1.840319
110 Cl 1.990398 -6.230543 -3.249194
111 Cl -1.428442 -3.584159 -4.083213
112 Cl 1.322200 -10.816005 -3.655566
113 Cl 7.383791 5.300909 -2.366497
114 Cl 4.233869 2.691685 -3.485200
115 N -3.446567 1.438175 1.575585
116 C -9.478637 5.172399 0.751932
117 Cl -3.937614 -0.308698 9.925887
118 Cl 0.620300 0.471958 -6.265975

Cartesian forces, eV/Å:
Cl -0.132 0.354 0.029
Cl -0.017 0.010 0.453
Cl 0.094 -0.359 -0.130
C 0.136 -0.019 -0.048
C 0.448 -0.090 -0.077
Cl -0.013 -0.099 -0.346
Cl 0.415 -0.035 0.039
Cl 0.163 0.427 0.001
Cl 0.159 -0.235 -0.401
H 1.336 1.407 -0.562
C 0.085 -0.136 0.020
Cl -0.349 0.221 -0.039
C 0.100 0.021 -0.099
O -0.916 -2.039 4.358
Cl 0.343 -0.107 0.027
C -0.444 -0.241 -0.384
Cl -0.337 0.321 -0.163
Cl 0.051 -0.149 0.476
C -0.061 -0.570 -0.966
C -0.012 0.038 0.339
Cl 0.049 -0.280 -0.122
C 0.056 -0.133 0.147
P 6.936 -0.547 -2.532
Cl 0.141 -0.427 -0.218
C 0.074 0.051 0.107
Cl 0.263 0.270 -0.229
C -1.824 0.716 1.908
Cl -0.244 -0.318 0.246
Cl 0.143 0.197 0.305
Cl 0.010 -0.365 0.098
Cl -0.452 -0.037 -0.107
Cl -0.456 0.239 -0.863
C 0.811 -0.142 0.284
C 0.419 0.586 -0.021
H 2.444 -0.612 0.254
Cl -0.659 -0.586 0.015
Cl -0.093 -0.232 0.229
Cl 0.564 -0.272 0.557
Cl 0.003 -1.355 -0.640
Cl -0.040 -0.025 0.394
Cl -0.485 -0.101 -0.433
C -0.032 -0.001 0.070
C 0.186 -0.155 -0.022
O -6.610 -1.173 0.942
Cl -0.132 0.244 0.388
Cl 0.189 0.408 -0.028
Cl -0.169 -0.259 0.428
Cl -0.266 -0.307 -0.056
O -3.081 3.794 -0.574
C 0.173 0.047 0.025
Cl -0.413 0.051 0.135
Cl -0.008 0.897 -0.385
Cl 0.483 0.198 0.140
Cl -0.288 0.499 0.284
C 0.105 0.292 -0.057
Cl -0.227 -0.207 -0.281
Cl 0.337 0.261 0.135
H 1.116 -0.898 -1.140
H 1.860 -0.138 -0.085
H 1.055 -2.014 1.365
Cl -0.299 0.284 -0.147
Cl 0.161 0.188 0.011
Cl -0.529 0.052 -0.024
Cl 0.128 -0.379 0.565
C -0.185 0.550 0.281
Cl 0.332 -0.673 0.025
Cl 0.679 -0.206 0.066
C -0.076 0.011 0.060
N 2.619 1.236 -11.493
C -2.581 2.092 -0.583
Cl -0.017 0.271 -0.265
C -1.640 -0.968 -1.189
Cl -0.784 -0.272 0.110
O 1.039 2.374 4.743
C -0.063 0.749 -0.001
Cl 0.371 0.365 -0.210
Cl -0.048 0.064 0.074
Cl -0.401 -0.087 0.230
C -1.120 0.492 0.728
H -1.565 -1.217 -1.430
Cl 0.542 -0.477 0.581
H -0.518 3.406 1.668
Cl -0.105 -0.064 0.433
Cl -0.575 -0.028 0.189
Cl 0.514 -0.206 -0.032
Cl -0.149 -0.448 -0.182
Cl -0.248 0.227 -0.444
Cl 0.050 -0.908 -0.262
H 0.049 2.169 -0.621
Cl -0.056 -0.265 -0.463
Cl -0.328 -0.269 -0.698
Cl 0.458 -0.221 0.375
Cl 0.023 0.259 -0.424
Cl -0.064 0.114 -0.023
Cl -0.153 -0.049 0.475
Cl 0.000 -0.170 -0.394
Cl -0.077 -0.197 0.426
C -3.285 -2.108 6.438
Cl 0.404 0.135 0.303
H 0.370 -0.822 2.242
Cl 0.640 0.858 0.513
C 0.216 -0.344 -0.002
H -1.901 -1.829 -0.834
Cl -0.456 0.139 -0.108
Cl 0.122 0.392 -0.020
Cl 0.258 0.135 -0.454
Cl 0.792 -0.362 0.096
Cl 0.144 0.383 0.150
Cl 0.601 0.055 -0.079
Cl -0.063 0.845 0.361
Cl -0.447 0.105 0.307
Cl 0.383 0.131 -0.119
Cl 0.191 -0.211 -0.232
Cl -0.283 -0.161 -0.352
N 5.197 -1.424 -2.453
C -0.252 0.081 0.020
Cl -0.067 -0.259 0.267
Cl -0.935 -0.425 -1.389